Entry 1:
DFT (ωB97M-V with the def2-TZVPD basis set) results for one molecule with the formula C23H27N3O5.

Frontier orbital gap = 8.29 eV
Energy above the lowest of the compared OMol25 structures with the same formula, charge and spin = 19.4 kcal per mole
SMILES string = COc1ccc(Cn2c(=O)[nH]c3cc(C(=O)NCCCOC(C)C)ccc3c2=O)cc1
HOMO = -8.4 eV
F_max = 0.68 eV/Å
Energy = -1433.1908 Eh

ORCA input file:
```
! RIJCOSX wB97M-V def2-TZVPD def2/J DEFGRID3
* xyz 0 1
O 3.5136 1.2066 -1.9362
O -6.5187 -3.5711 -0.2697
O 6.5738 -1.8761 0.5302
O -3.6870 2.3758 -1.6140
O -2.3156 0.8996 2.4625
N -3.0143 1.6173 0.4288
N -1.4853 2.0537 -1.2764
N 4.3033 1.7256 0.1149
C 3.3181 1.4077 -0.7537
C 0.8878 1.7249 -0.9791
C 5.9088 -0.7963 -0.0783
C -5.6534 -0.0120 -0.6497
C 1.9437 1.3608 -0.1597
C -6.1748 -1.2555 -0.9654
C -2.7978 2.0328 -0.8707
C 7.7741 -2.3043 -0.1026
C -4.4102 1.5515 0.8736
C 7.4748 -3.2874 -1.2366
C -6.0447 -2.3096 -0.0683
C 0.4068 0.8833 1.6239
C 6.4598 0.5622 0.3769
C 8.6378 -2.9563 0.9726
C -5.0033 0.2051 0.5549
C -4.8678 -0.8542 1.4470
C -7.2015 -3.8498 -1.4672
C -5.3821 -2.0953 1.1419
C 5.6974 1.7234 -0.2606
C -0.4174 1.6881 -0.4974
C 1.6980 0.9263 1.1461
C -2.0337 1.2315 1.3313
C -0.6603 1.2724 0.8155
H 5.9509 -0.8623 -1.1725
H 2.5083 0.5919 1.7762
H 8.8528 -2.2423 1.7631
H 8.3998 -3.6018 -1.7124
H 4.8617 -0.8899 0.2250
H 8.3061 -1.4330 -0.5145
H -1.3256 2.3503 -2.2301
H -5.7484 0.7993 -1.3558
H 9.5723 -3.3070 0.5439
H 0.1867 0.5489 2.6261
H -4.4070 1.7258 1.9510
H -7.4874 -4.8988 -1.4061
H 6.3938 0.6197 1.4659
H 6.9638 -4.1600 -0.8380
H -8.1021 -3.2355 -1.5695
H -6.5591 -3.7012 -2.3414
H 6.8366 -2.8280 -1.9880
H 7.5126 0.6426 0.1015
H 6.1514 2.6744 0.0360
H 8.1034 -3.7976 1.4048
H 4.0849 1.8702 1.0874
H -5.2863 -2.9231 1.8265
H -4.3506 -0.6991 2.3817
H -6.6776 -1.3866 -1.9106
H 5.7225 1.6393 -1.3497
H 1.0940 2.0317 -1.9935
H -4.9526 2.3445 0.3564
*
```

In elementary charge units, the Löwdin charges are:
1. O 0.07
2. O -0.09
3. O -0.13
4. O 0.09
5. O 0.09
6. N 0.09
7. N 0.18
8. N 0.07
9. C -0.46
10. C 0.06
11. C -0.22
12. C -0.03
13. C -0.12
14. C -0.01
15. C -0.46
16. C -0.46
17. C -0.07
18. C -0.04
19. C -0.28
20. C 0.01
21. C -0.15
22. C -0.04
23. C -0.20
24. C -0.02
25. C -0.09
26. C 0.00
27. C -0.18
28. C -0.16
29. C -0.02
30. C -0.36
31. C -0.06
32. H 0.13
33. H 0.11
34. H 0.08
35. H 0.08
36. H 0.13
37. H 0.14
38. H 0.17
39. H 0.11
40. H 0.08
41. H 0.12
42. H 0.13
43. H 0.09
44. H 0.12
45. H 0.08
46. H 0.10
47. H 0.09
48. H 0.07
49. H 0.11
50. H 0.12
51. H 0.08
52. H 0.14
53. H 0.12
54. H 0.11
55. H 0.10
56. H 0.12
57. H 0.13
58. H 0.13

Entry 2:
DFT (ωB97M-V with the def2-TZVPD basis set) results for one molecule with the formula C23H27N3O5S at a distorted geometry.

Frontier orbital gap = 8.66 eV
Energy above the lowest of the compared OMol25 structures with the same formula, charge and spin = 86.1 kcal per mole
SMILES string = O=C(c1ccc(S(=O)(=O)N2CCCC2)cc1)N1CCN(Cc2ccc3c(c2)OCO3)CC1
HOMO = -8.2 eV
F_max = 1.26 eV/Å
Energy = -1831.2751 Eh

ORCA input file:
```
! RIJCOSX wB97M-V def2-TZVPD def2/J DEFGRID3
* xyz 0 1
S -5.2596 0.5628 0.7960
O -6.5133 -0.1124 0.6398
O -5.0192 1.2828 2.0183
O 6.3632 3.1696 -0.7640
O -1.0396 -4.5968 0.0469
O 6.0489 2.8730 1.4997
N 3.0401 -2.1176 0.1339
N 0.4216 -2.9628 -0.4751
N -5.0244 1.5305 -0.5632
C 5.6351 1.7504 0.8324
C -6.2503 3.5447 -0.5805
C 5.1013 0.5929 1.3431
C -6.2316 2.1182 -1.1241
C -2.8762 -0.6617 1.4483
C 4.7603 -0.4131 0.4360
C -3.9236 -0.6028 0.5509
C -2.9358 -2.3195 -0.7806
C 4.1882 -1.7162 0.9291
C 1.5346 -3.8787 -0.5981
C -1.8619 -2.3766 0.1025
C 0.8085 -1.5887 -0.6758
C 4.9543 -0.2275 -0.9251
C -4.0471 2.5944 -0.3627
C 2.6310 -3.4863 0.3906
C 1.9155 -1.2188 0.3135
C 5.8249 1.9295 -0.5379
C -3.9672 -1.4241 -0.5589
C -1.8411 -1.5541 1.2246
C -4.7705 3.9214 -0.6526
C -0.7949 -3.4147 -0.1051
C 6.5152 3.7624 0.5076
C 5.4871 0.9502 -1.4403
H 4.9583 0.4707 2.4041
H -3.6954 2.5483 0.6698
H -4.5233 4.2714 -1.6556
H -4.8138 -1.3570 -1.2228
H -3.1976 2.4352 -1.0334
H -1.0226 -1.6208 1.9260
H 5.9355 4.6984 0.5500
H 3.9369 -1.6337 2.0009
H -4.4991 4.6938 0.0633
H 1.9294 -3.8272 -1.6179
H -6.8868 4.2100 -1.1597
H 4.6725 -1.0230 -1.5960
H -0.0514 -0.9299 -0.5565
H -2.9562 -2.9821 -1.6323
H 5.6350 1.0920 -2.4975
H -2.8929 -0.0148 2.3114
H -7.0867 1.5146 -0.8272
H 2.2542 -3.6150 1.4214
H 1.5178 -1.2700 1.3444
H -6.5872 3.5330 0.4566
H 7.5793 3.9876 0.6851
H 3.4927 -4.1427 0.2537
H 2.2527 -0.1981 0.1232
H 1.1671 -4.8855 -0.3952
H 1.2026 -1.4837 -1.6935
H -6.1424 2.1153 -2.2157
H 4.9482 -2.4974 0.8241
*
```

In elementary charge units, the Löwdin charges are:
1. S 0.68
2. O -0.28
3. O -0.29
4. O 0.03
5. O 0.08
6. O 0.03
7. N -0.18
8. N -0.04
9. N -0.23
10. C -0.20
11. C -0.16
12. C 0.05
13. C -0.20
14. C -0.04
15. C -0.23
16. C -0.26
17. C 0.01
18. C -0.16
19. C -0.11
20. C -0.14
21. C -0.12
22. C -0.04
23. C -0.19
24. C -0.16
25. C -0.16
26. C -0.21
27. C -0.04
28. C -0.01
29. C -0.16
30. C -0.43
31. C -0.16
32. C 0.02
33. H 0.12
34. H 0.11
35. H 0.11
36. H 0.12
37. H 0.12
38. H 0.12
39. H 0.14
40. H 0.13
41. H 0.11
42. H 0.13
43. H 0.11
44. H 0.11
45. H 0.12
46. H 0.13
47. H 0.12
48. H 0.11
49. H 0.11
50. H 0.13
51. H 0.13
52. H 0.12
53. H 0.14
54. H 0.12
55. H 0.13
56. H 0.12
57. H 0.13
58. H 0.13
59. H 0.13

Entry 3:
DFT (ωB97M-V with the def2-TZVPD basis set) results for one molecule with the formula C23H27N3O6S.

Frontier orbital gap = 8.58 eV
Energy above the lowest of the compared OMol25 structures with the same formula, charge and spin = 11.3 kcal per mole
SMILES string = CCCOc1ccc(N2C(=O)C[C@H](N(Cc3ccc(S(N)(=O)=O)cc3)C(=O)CC)C2=O)cc1
HOMO = -8.3 eV
F_max = 0.92 eV/Å
Energy = -1906.5930 Eh

ORCA input file:
```
! RIJCOSX wB97M-V def2-TZVPD def2/J DEFGRID3
* xyz 0 1
S 0.7357 -0.3430 4.2396
O -3.4178 4.1861 -1.5271
O 3.9568 -3.0349 -0.2425
O 1.6884 -1.2956 3.7521
O 1.1909 0.8820 4.8258
O 1.5103 2.7496 0.2678
O -1.2959 -0.0347 -1.9917
N 0.3142 1.1241 -0.8324
N -0.2466 -1.1223 5.3672
N -2.9872 2.1406 -0.7376
C -0.9071 0.9664 -1.4454
C -3.8151 3.2067 -0.9260
C 1.5255 -0.7497 -1.8042
C 4.3737 -3.8809 -1.2948
C -5.2320 3.1301 -0.3930
C 0.5136 2.3907 -0.2923
C -1.1162 1.2283 2.9865
C -1.6656 2.2829 -1.3401
C -0.7271 3.2074 -0.5632
C -0.4619 0.0136 2.9711
C -2.0533 1.4994 2.0054
C 1.2655 0.0719 -0.7194
C 3.0804 -2.0285 -0.4832
C 1.9241 -0.1456 0.4865
C -6.1223 2.3277 -1.3429
C -2.3200 0.5640 1.0094
C 2.4270 -1.7931 -1.6902
C 5.4055 -3.2195 -2.2114
C 5.8675 -4.1760 -3.3023
C 2.8178 -1.1856 0.6012
C -0.7262 -0.9374 2.0073
C -3.3145 0.8913 -0.0786
C -1.6581 -0.6591 1.0224
H -1.8242 2.6704 -2.3562
H -1.1592 3.5323 0.3830
H -7.1471 2.3229 -0.9788
H 6.2560 -2.9064 -1.6034
H -0.4685 4.1077 -1.1202
H -4.3081 0.9709 0.3609
H -5.5981 4.1572 -0.3488
H 6.3167 -5.0653 -2.8662
H -6.1103 2.7826 -2.3302
H -1.8588 -1.3839 0.2480
H 1.7461 0.4964 1.3334
H -5.7828 1.2990 -1.4370
H 3.3085 -1.3749 1.5416
H 2.6025 -2.4137 -2.5543
H 0.0341 -2.0795 5.5054
H 6.6055 -3.6948 -3.9388
H 5.0290 -4.4856 -3.9227
H 3.5136 -4.2401 -1.8738
H -3.3297 0.0811 -0.8163
H -0.2795 -0.6212 6.2401
H -0.8708 1.9434 3.7549
H -5.2628 2.7162 0.6158
H 1.0211 -0.5831 -2.7425
H -2.5831 2.4414 2.0076
H 4.9736 -2.3231 -2.6606
H 4.8275 -4.7393 -0.7910
H -0.1813 -1.8670 2.0258
*
```

In elementary charge units, the Löwdin charges are:
1. S 0.61
2. O 0.07
3. O -0.04
4. O -0.29
5. O -0.29
6. O 0.13
7. O 0.11
8. N 0.12
9. N -0.05
10. N 0.01
11. C -0.38
12. C -0.46
13. C 0.01
14. C -0.21
15. C -0.16
16. C -0.39
17. C -0.03
18. C -0.15
19. C 0.00
20. C -0.30
21. C -0.01
22. C -0.18
23. C -0.26
24. C -0.01
25. C -0.08
26. C -0.19
27. C -0.01
28. C -0.23
29. C -0.11
30. C 0.02
31. C -0.05
32. C -0.10
33. C -0.01
34. H 0.17
35. H 0.13
36. H 0.08
37. H 0.12
38. H 0.14
39. H 0.12
40. H 0.12
41. H 0.07
42. H 0.08
43. H 0.13
44. H 0.11
45. H 0.07
46. H 0.12
47. H 0.11
48. H 0.06
49. H 0.07
50. H 0.07
51. H 0.12
52. H 0.13
53. H 0.06
54. H 0.12
55. H 0.10
56. H 0.12
57. H 0.12
58. H 0.10
59. H 0.13
60. H 0.12

Entry 4:
DFT (ωB97M-V with the def2-TZVPD basis set) results for C23H27N3O7S as an isolated structure at a distorted geometry.

Frontier orbital gap = 7.64 eV
Energy above the lowest of the compared OMol25 structures with the same formula, charge and spin = 534.1 kcal per mole
HOMO = -7.2 eV
F_max = 16.07 eV/Å
Energy = -1980.9879 Eh

ORCA input file:
```
! RIJCOSX wB97M-V def2-TZVPD def2/J DEFGRID3
* xyz 0 1
S -0.7801 4.2047 3.4414
O -1.8395 4.9729 2.8442
O -0.3763 4.1877 4.9218
O 1.1691 -0.9240 -2.8487
O -1.3258 -1.7487 -3.3889
O 1.6612 -1.0631 -0.0839
O -3.2967 -3.3215 1.2149
O 2.3070 1.4299 1.2544
N -2.6067 -1.3586 2.2882
N 1.7812 2.8454 1.1314
N 0.4119 4.2663 2.4456
C 0.6764 0.1151 -3.6508
C -1.1639 -1.6871 -2.1688
C 2.0908 1.0834 2.6377
C 2.0720 0.1563 -4.6829
C -2.1021 0.7690 1.4542
C -0.3770 -1.6667 0.7088
C 2.8303 -0.0235 3.2564
C -2.1632 0.4652 3.7265
C 4.2763 -0.9464 -0.0631
C -2.0362 -1.8266 -1.1569
C -1.6528 -1.7514 0.1343
C -2.6036 -2.2747 1.3790
C 0.5667 -1.3452 -0.3933
C 1.0649 3.0709 2.3134
C 0.4144 -1.2528 -1.8175
C 2.9586 -0.9661 -1.0202
C -1.6028 2.5175 3.0623
C -2.3656 0.0049 2.4976
C -1.5212 1.6557 4.0246
C 1.3044 2.0094 3.2161
C -1.8927 2.0950 1.7555
C -2.7220 -2.0535 -3.8933
C -2.5410 -2.2052 -5.2404
H 3.0923 -1.7150 -1.8182
H -2.4360 -0.9668 -5.9762
H -1.7737 -2.8559 -5.7427
H -3.4523 -1.5041 -3.5926
H 5.1908 -1.0659 -0.6789
H 2.8209 0.1092 -4.1543
H -3.5370 -2.6272 -5.6217
H 2.7995 0.0732 -1.4456
H -2.1687 0.3089 0.5299
H -0.0243 0.0678 -4.2305
H 1.8538 1.0066 -5.1375
H 0.0401 -1.5291 1.6317
H 1.1610 2.3131 4.1771
H 3.8541 0.0325 3.2066
H 4.4396 -1.7830 0.4622
H -1.5029 2.0344 5.0959
H -1.6762 2.6201 0.8970
H 4.1328 -0.0035 0.5301
H 2.3187 -0.3684 3.8774
H 2.5717 -0.8302 2.3498
H -2.1430 -0.5200 4.8208
H 0.9057 0.9170 -2.8587
H -2.9058 -2.1715 -1.4429
H 0.2755 4.6242 1.5095
H -3.0498 -3.2032 -3.4381
H -3.2784 -1.7907 3.1167
H 1.8757 -0.6066 -5.3664
*
```

In elementary charge units, the Löwdin charges are:
1. S 0.74
2. O -0.30
3. O -0.31
4. O -0.14
5. O 0.01
6. O -0.01
7. O 0.02
8. O -0.06
9. N 0.12
10. N 0.15
11. N -0.06
12. C -0.07
13. C -0.23
14. C -0.23
15. C 0.06
16. C 0.01
17. C 0.08
18. C 0.06
19. C -0.02
20. C -0.04
21. C -0.03
22. C -0.16
23. C -0.41
24. C -0.35
25. C -0.35
26. C -0.09
27. C -0.02
28. C -0.26
29. C -0.31
30. C -0.14
31. C 0.00
32. C 0.01
33. C -0.24
34. C -0.15
35. H 0.12
36. H 0.19
37. H 0.09
38. H 0.06
39. H 0.08
40. H -0.03
41. H 0.10
42. H 0.13
43. H 0.10
44. H 0.01
45. H 0.02
46. H 0.09
47. H 0.09
48. H 0.08
49. H 0.01
50. H 0.15
51. H 0.10
52. H 0.07
53. H -0.04
54. H 0.16
55. H 0.23
56. H 0.16
57. H 0.06
58. H 0.15
59. H 0.21
60. H 0.23
61. H 0.06

Question: frontier orbital gap of number 2 (C23H27N3O5S)?
Answer: 8.66 eV